(1)
Density functional theory data (wB97M-V/def2-TZVPD) for the molecule C3H8O2.

Results
Strongest force on any atom = 0.570 eV Å⁻¹
Gap between HOMO and LUMO = 8.341 eV
HOMO level = -7.78 eV

Last column: Mulliken charge in e.
Cartesian coordinates (Å):
C 2.302 0.568 0.448  -0.64
O 0.545 0.492 0.615  -0.40
C -0.005 -0.655 -0.056  -0.39
C -1.471 -0.425 -0.361  -0.45
O -1.559 0.697 -1.248  -0.52
H 2.450 1.094 1.417  0.18
H 2.501 -0.492 0.718  0.13
H 0.510 1.217 -0.033  0.45
H 0.556 -0.801 -0.985  0.36
H 0.149 -1.508 0.609  0.36
H -1.882 -1.310 -0.865  0.29
H -2.035 -0.284 0.572  0.31
H -2.060 1.406 -0.832  0.32



(2)
Density functional theory data (wB97M-V/def2-TZVPD) for the molecule C3H8O2.

Results
Strongest force on any atom = 0.686 eV Å⁻¹
SMILES = C[C@@H](O)CO
Gap between HOMO and LUMO = 10.823 eV
HOMO level = -10.04 eV

Last column: Mulliken charge in e.
Cartesian coordinates (Å):
C 1.302 -0.785 0.602  -1.28
C 0.187 0.251 0.523  0.47
O 0.609 1.481 -0.021  -0.57
C -0.920 -0.233 -0.419  -0.55
O -1.761 0.881 -0.742  -0.60
H 1.714 -1.016 -0.387  0.35
H 0.900 -1.716 1.023  0.34
H 2.121 -0.460 1.250  0.32
H -0.206 0.401 1.544  0.18
H -0.235 1.808 -0.390  0.39
H -0.424 -0.610 -1.322  0.34
H -1.522 -1.026 0.035  0.29
H -1.767 1.025 -1.697  0.32



(3)
Density functional theory data (wB97M-V/def2-TZVPD) for a cluster of 3 separate species, C3H8O2P in total in a non-equilibrium geometry.

Results
Strongest force on any atom = 3.654 eV Å⁻¹
Gap between HOMO and LUMO = 7.258 eV
HOMO level = -3.10 eV
Charge = -1

Last column: Mulliken charge in e.
Cartesian coordinates (Å):
C -0.787 1.192 0.554  -1.05
C -0.564 -1.351 0.461  -1.29
C 0.015 0.057 0.166  0.40
O 2.583 -1.153 -0.223  -0.70
O 2.493 1.329 0.033  -0.70
P 1.750 0.045 0.081  0.70
H -1.311 0.897 1.481  0.25
H -0.334 2.159 0.661  0.36
H -1.743 1.407 -0.169  0.16
H -1.363 -1.764 -0.180  0.23
H -1.020 -1.317 1.442  0.28
H 0.317 -1.932 0.312  0.38
H 0.039 0.207 -2.730  0.34
H -0.076 0.225 -1.890  -0.36



(4)
Density functional theory data (wB97M-V/def2-TZVPD) for a cluster of 2 separate species, C3H8O2S in total in a non-equilibrium geometry.

Results
Strongest force on any atom = 2.490 eV Å⁻¹
SMILES = O=CO.CCS
Gap between HOMO and LUMO = 9.643 eV
HOMO level = -8.97 eV

Last column: Mulliken charge in e.
Cartesian coordinates (Å):
O 4.276 3.594 1.665  -0.43
C 4.413 2.879 2.605  0.27
O 3.750 1.652 2.647  -0.44
H 5.207 2.940 3.383  0.28
H 3.748 1.419 1.716  0.32
C -2.083 -0.452 -1.124  -0.82
C -2.811 -1.666 -1.852  -0.41
S -2.387 -3.331 -1.232  -0.25
H -1.257 -0.940 -0.624  0.30
H -1.881 0.287 -1.911  0.25
H -2.780 0.114 -0.504  0.24
H -2.471 -1.727 -2.891  0.26
H -3.890 -1.582 -1.866  0.34
H -1.835 -3.188 -0.012  0.09



(5)
Density functional theory data (wB97M-V/def2-TZVPD) for a cluster of 2 separate species, C3H8O2S in total in a non-equilibrium geometry.

Results
Strongest force on any atom = 2.587 eV Å⁻¹
SMILES = O=CO.CCS
Gap between HOMO and LUMO = 9.506 eV
HOMO level = -8.75 eV

Last column: Mulliken charge in e.
Cartesian coordinates (Å):
O 1.076 0.929 -1.378  -0.51
C 0.776 2.078 -1.614  0.34
O -0.076 2.431 -2.568  -0.40
H 0.802 3.068 -0.976  0.25
H -0.337 1.617 -3.030  0.32
C 0.569 -2.550 1.805  -0.72
C 0.362 -1.202 1.152  -0.44
S -1.288 -0.607 1.218  -0.24
H -0.430 -3.090 1.928  0.29
H 1.296 -3.067 1.019  0.21
H 1.210 -2.350 2.725  0.20
H 0.724 -1.174 0.138  0.26
H 1.016 -0.400 1.504  0.34
H -1.919 -1.726 0.706  0.09



(6)
Density functional theory data (wB97M-V/def2-TZVPD) for a cluster of 3 separate species, C3H8O2S in total in a non-equilibrium geometry.

Results
Strongest force on any atom = 5.011 eV Å⁻¹
Gap between HOMO and LUMO = 8.308 eV
HOMO level = -9.21 eV

Last column: Mulliken charge in e.
Cartesian coordinates (Å):
O -2.772 1.076 0.207  -0.47
C -2.032 0.717 1.096  -0.03
C -0.712 -0.081 0.638  -0.07
C -0.523 0.128 -0.852  -1.00
S 1.171 -0.483 -1.320  -0.19
H -2.347 0.840 2.140  0.39
H 0.132 0.351 1.296  0.26
H -0.861 -1.152 0.853  0.21
H -0.662 1.130 -1.211  0.41
H -1.186 -0.518 -1.422  0.39
H 1.323 1.099 -0.370  0.14
H 3.291 -1.373 1.325  0.31
H 2.627 -0.253 0.524  0.23
O 2.612 -0.665 1.412  -0.59



(7)
Density functional theory data (wB97M-V/def2-TZVPD) for a cluster of 2 separate species, C3H8O2S in total in a non-equilibrium geometry.

Results
Strongest force on any atom = 2.124 eV Å⁻¹
SMILES = O=CCCS.O
Gap between HOMO and LUMO = 9.930 eV
HOMO level = -9.26 eV

Last column: Mulliken charge in e.
Cartesian coordinates (Å):
O -1.740 -1.362 -0.095  -0.45
C -0.552 -1.221 -0.001  0.10
C -0.012 -0.303 1.066  -0.60
C 0.412 1.097 0.479  -0.56
S 1.604 1.975 1.556  -0.23
H 0.246 -1.618 -0.744  0.28
H -0.827 -0.069 1.772  0.24
H 0.799 -0.790 1.607  0.43
H -0.502 1.689 0.454  0.36
H 0.976 0.825 -0.435  0.29
H 0.968 3.178 1.456  0.14
O -1.319 -2.190 -3.692  -0.63
H -1.179 -1.277 -3.937  0.31
H -0.741 -2.814 -4.144  0.32



(8)
Density functional theory data (wB97M-V/def2-TZVPD) for a cluster of 2 separate species, C3H8O2S in total in a non-equilibrium geometry.

Results
Strongest force on any atom = 1.734 eV Å⁻¹
SMILES = O=CO.CCS
Gap between HOMO and LUMO = 9.715 eV
HOMO level = -8.96 eV

Last column: Mulliken charge in e.
Cartesian coordinates (Å):
O 0.800 -1.945 -0.931  -0.45
C 1.427 -2.503 -0.093  0.23
O 2.634 -2.052 0.372  -0.42
H 1.211 -3.419 0.473  0.32
H 2.602 -1.120 0.160  0.31
C -2.344 1.474 -1.111  -1.00
C -1.228 0.833 -0.259  -0.29
S -0.565 1.857 1.068  -0.25
H -2.037 1.781 -2.113  0.31
H -3.141 0.749 -1.280  0.28
H -2.744 2.391 -0.674  0.31
H -0.396 0.693 -0.944  0.24
H -1.610 -0.055 0.230  0.29
H -0.110 2.893 0.339  0.11



(9)
Density functional theory data (wB97M-V/def2-TZVPD) for a cluster of 2 separate species, C3H8O2S2 in total in a non-equilibrium geometry.

Results
Strongest force on any atom = 1.164 eV Å⁻¹
SMILES = CSSC.O=CO
Gap between HOMO and LUMO = 8.658 eV
HOMO level = -8.39 eV

Last column: Mulliken charge in e.
Cartesian coordinates (Å):
C 0.071 1.576 1.356  -0.83
S -1.467 0.661 1.096  -0.05
S -1.073 -0.242 -0.752  -0.05
C -2.611 -1.198 -0.905  -0.92
H 0.922 0.934 1.583  0.29
H 0.365 2.214 0.522  0.31
H -0.131 2.216 2.215  0.31
H -3.510 -0.605 -0.753  0.33
H -2.589 -1.574 -1.928  0.32
H -2.608 -2.056 -0.235  0.32
O 3.827 -0.050 0.365  -0.44
C 2.925 -0.254 -0.374  0.21
O 1.913 -1.127 -0.195  -0.34
H 2.819 0.265 -1.344  0.30
H 1.146 -0.759 -0.652  0.24



(10)
Density functional theory data (wB97M-V/def2-TZVPD) for a cluster of 2 separate species, C3H8O3 in total in a non-equilibrium geometry.

Results
Strongest force on any atom = 3.917 eV Å⁻¹
SMILES = O=CO.COC
Gap between HOMO and LUMO = 10.842 eV
HOMO level = -9.95 eV

Last column: Mulliken charge in e.
Cartesian coordinates (Å):
O 2.272 -0.593 -0.061  -0.54
C 1.256 -1.040 0.448  0.64
O 1.316 -1.787 1.583  -0.43
H 0.357 -1.362 -0.157  0.02
H 2.267 -1.850 1.791  0.32
C -1.684 -0.225 -0.372  -0.71
O -0.526 0.583 0.371  -0.40
C 0.051 1.654 -0.370  -0.72
H -2.542 0.010 0.254  0.25
H -1.558 -1.307 -0.408  0.34
H -1.828 0.129 -1.392  0.30
H -0.706 2.379 -0.678  0.35
H 0.790 2.162 0.255  0.25
H 0.533 1.247 -1.264  0.32



(11)
Density functional theory data (wB97M-V/def2-TZVPD) for a cluster of 2 separate species, C3H8O3 in total in a non-equilibrium geometry.

Results
Strongest force on any atom = 2.697 eV Å⁻¹
SMILES = O=CO.CCO
Gap between HOMO and LUMO = 10.852 eV
HOMO level = -10.26 eV

Last column: Mulliken charge in e.
Cartesian coordinates (Å):
O -2.447 -0.697 -1.673  -0.40
C -2.247 0.295 -1.042  0.13
O -1.683 1.491 -1.392  -0.42
H -2.304 0.101 0.049  0.37
H -2.303 2.219 -1.261  0.32
C 0.812 0.373 1.031  -0.77
C 1.628 -0.525 0.076  -0.29
O 1.243 -1.882 0.259  -0.53
H -0.192 -0.015 0.845  0.09
H 0.869 1.400 0.705  0.30
H 1.061 0.240 2.081  0.37
H 1.313 -0.340 -0.954  0.25
H 2.710 -0.404 0.177  0.30
H 1.541 -2.256 1.100  0.29



(12)
Density functional theory data (wB97M-V/def2-TZVPD) for a cluster of 2 separate species, C3H8O3 in total in a non-equilibrium geometry.

Results
Strongest force on any atom = 4.955 eV Å⁻¹
SMILES = O=CO.CCO
Gap between HOMO and LUMO = 10.554 eV
HOMO level = -9.93 eV

Last column: Mulliken charge in e.
Cartesian coordinates (Å):
O -1.119 -1.890 2.694  -0.54
C -2.038 -2.283 3.439  0.34
O -3.288 -2.269 3.006  -0.42
H -2.032 -2.827 4.434  0.28
H -3.344 -2.019 2.017  0.35
C 0.508 1.607 -1.780  -0.97
C 1.869 0.799 -2.009  -0.06
O 2.916 1.252 -1.274  -0.51
H -0.270 1.017 -1.092  0.22
H 0.590 2.540 -1.257  0.34
H 0.075 1.802 -2.795  0.26
H 2.151 0.900 -3.102  0.21
H 1.518 -0.300 -1.887  0.19
H 2.465 1.672 -0.393  0.32



(13)
Density functional theory data (wB97M-V/def2-TZVPD) for a cluster of 2 separate species, C3H8O3S in total in a non-equilibrium geometry.

Results
Strongest force on any atom = 3.601 eV Å⁻¹
SMILES = O=C(O)CCS.O
Gap between HOMO and LUMO = 9.855 eV
HOMO level = -9.39 eV

Last column: Mulliken charge in e.
Cartesian coordinates (Å):
O -1.564 2.822 1.063  -0.54
C -1.000 1.814 0.710  0.45
O -0.911 0.701 1.467  -0.42
C -0.359 1.591 -0.669  -0.59
C -0.931 0.353 -1.510  -0.52
S 0.371 -0.377 -2.613  -0.22
H -1.117 0.921 2.368  0.33
H 0.716 1.307 -0.441  0.29
H -0.130 2.593 -1.212  0.33
H -1.124 -0.415 -0.732  0.38
H -1.759 0.679 -2.101  0.36
H -0.591 -1.200 -3.107  0.13
O 2.492 -3.923 2.241  -0.65
H 2.977 -3.476 1.516  0.32
H 2.929 -3.390 3.020  0.33



(14)
Density functional theory data (wB97M-V/def2-TZVPD) for a structure of composition C3H8O3Tb in a non-equilibrium geometry.

Results
Strongest force on any atom = 2.936 eV Å⁻¹
Gap between HOMO and LUMO (alpha / beta) = 6.800 / 7.441 eV
Multiplicity = 7
HOMO level (alpha / beta) = -11.92 / -11.88 eV
Charge = +1

Last column: Löwdin spin population.
Cartesian coordinates (Å):
O -0.104 -1.987 0.245  -0.04
C 1.137 -1.667 0.783  0.00
C 1.382 -0.171 1.006  0.00
O 1.450 0.574 -0.189  0.00
C 0.221 1.221 -0.612  -0.02
H 1.965 -2.039 0.141  0.00
H 1.278 -2.149 1.775  0.00
H 2.353 -0.047 1.515  0.00
H 0.596 0.228 1.679  0.00
H 0.478 1.711 -1.567  0.00
H -2.700 1.729 -1.407  0.00
H -0.081 1.964 0.154  0.00
Tb -1.201 -0.697 -0.900  6.09
O -2.922 0.716 -1.429  -0.03
H -3.850 0.614 -1.196  0.00



(15)
Density functional theory data (wB97M-V/def2-TZVPD) for a cluster of 2 separate species, C3H8O4 in total in a non-equilibrium geometry.

Results
Strongest force on any atom = 2.117 eV Å⁻¹
SMILES = O=C(O)CCO.O
Gap between HOMO and LUMO = 10.830 eV
HOMO level = -10.46 eV

Last column: Mulliken charge in e.
Cartesian coordinates (Å):
O 1.928 -0.213 1.353  -0.57
C 1.283 -0.409 0.355  0.59
O 0.390 0.555 -0.003  -0.45
C 1.144 -1.654 -0.502  -0.50
C 0.934 -1.355 -1.994  -0.37
O -0.413 -1.171 -2.453  -0.51
H 0.297 1.162 0.747  0.32
H 0.275 -2.150 -0.110  0.30
H 1.958 -2.326 -0.204  0.32
H 1.268 -2.211 -2.587  0.27
H 1.416 -0.471 -2.496  0.28
H -0.871 -0.638 -1.769  0.32
O -2.955 3.834 3.117  -0.64
H -3.844 4.149 3.294  0.32
H -2.809 2.899 3.254  0.32



(16)
Density functional theory data (wB97M-V/def2-TZVPD) for a cluster of 2 separate species, C3H8O5PS in total in a non-equilibrium geometry.

Results
Strongest force on any atom = 2.972 eV Å⁻¹
Gap between HOMO and LUMO = 9.145 eV
HOMO level = -5.72 eV
Charge = -1

Last column: Mulliken charge in e.
Cartesian coordinates (Å):
C -2.548 -0.222 -1.251  -0.46
C 2.870 0.794 -0.017  -0.99
C -2.495 0.337 0.094  0.05
O 0.181 -1.715 -0.863  -0.70
O 1.774 -1.969 1.173  -0.66
O 1.030 1.096 2.092  -0.64
O 0.428 1.608 -0.163  -0.68
O -3.280 0.099 0.978  -0.56
P 0.551 -1.407 0.553  0.61
S 1.128 0.674 0.718  1.05
H -2.082 0.510 -1.974  0.21
H -1.783 -1.065 -1.116  0.07
H -3.373 -0.814 -1.683  0.33
H 3.580 1.237 0.774  0.28
H 3.435 -0.116 -0.263  0.33
H 2.923 1.421 -0.909  0.31
H -1.654 0.936 0.463  0.39
H -0.683 -1.403 1.396  0.04



(17)
Density functional theory data (wB97M-V/def2-TZVPD) for a structure of composition C3H8O6 in a non-equilibrium geometry.

Results
Strongest force on any atom = 4.767 eV Å⁻¹
Gap between HOMO and LUMO (alpha / beta) = 7.086 / 7.873 eV
HOMO level (alpha / beta) = -7.39 / -8.03 eV

Last column: Mulliken charge in e.
Cartesian coordinates (Å):
C -2.783 0.432 1.471  -0.38
C -1.752 -0.552 0.899  -0.39
O -0.446 -0.128 1.442  -0.24
C 0.661 -0.625 0.938  0.16
O 1.422 -1.437 1.630  -0.44
O 1.868 1.110 1.197  -0.33
O -3.996 -0.098 0.971  -0.50
H -2.713 0.472 2.587  0.29
H -2.567 1.420 1.022  0.29
H -1.998 -1.577 1.246  0.27
H -1.653 -0.480 -0.185  0.36
H 0.868 -2.305 1.746  0.35
H 0.783 -0.816 -0.140  0.45
H -4.712 0.457 1.279  0.31
O 4.218 1.234 2.111  -0.45
O 2.955 0.527 1.136  -0.06
H 4.908 0.927 1.488  0.30



(18)
Density functional theory data (wB97M-V/def2-TZVPD) for a structure of composition C3H8ORb.

Results
Strongest force on any atom = 0.404 eV Å⁻¹
Gap between HOMO and LUMO = 10.489 eV
HOMO level = -14.38 eV
Charge = +1

Last column: Mulliken charge in e.
Cartesian coordinates (Å):
Rb -2.301 3.155 -0.647  1.00
C 1.277 -0.343 -0.628  -1.36
C -0.163 -0.068 -0.281  0.51
C -0.674 -0.897 0.891  -1.23
O -0.340 1.346 -0.023  -0.52
H 1.431 -1.396 -0.857  0.37
H 1.951 -0.083 0.195  0.39
H 1.585 0.235 -1.502  0.34
H -0.777 -0.278 -1.162  0.22
H -1.708 -0.637 1.118  0.29
H -0.067 -0.744 1.785  0.32
H -0.631 -1.954 0.630  0.37
H 0.417 1.664 0.480  0.30



(19)
Density functional theory data (wB97M-V/def2-TZVPD) for a cluster of 2 separate species, C3H8OS in total in a non-equilibrium geometry.

Results
Strongest force on any atom = 4.914 eV Å⁻¹
Gap between HOMO and LUMO (alpha / beta) = 7.441 / 7.454 eV
HOMO level (alpha / beta) = -8.82 / -8.83 eV

Last column: Mulliken charge in e.
Cartesian coordinates (Å):
C -0.789 0.831 -0.896  -1.02
C 0.454 -0.919 0.739  -0.61
C 0.476 0.124 -0.225  0.18
O -0.969 0.465 2.340  -0.73
S 1.089 -0.918 -1.654  -0.22
H -1.408 1.055 -0.002  0.31
H -0.456 1.649 -1.584  0.32
H -1.496 0.228 -1.534  0.34
H 1.105 -0.827 1.529  0.29
H -0.142 -1.866 0.643  0.32
H 1.279 0.717 -0.016  0.42
H -1.362 -0.325 2.584  0.23
H 2.218 -0.213 -1.925  0.16